{
  "formula": "C6H14NS",
  "method": "ωB97M-V/def2-TZVPD",
  "e_lumo_ev": 3.56,
  "homo_lumo_gap_ev": 6.3,
  "charge": -1,
  "e_tot_ev": -18770.288,
  "symbols": ["C", "C", "S", "C", "N", "C", "C", "C", "H", "H", "H", "H", "H", "H", "H", "H", "H", "H", "H", "H", "H", "H"],
  "coordinates": [[-1.1750, 1.0980, 0.7273], [-2.1341, 1.2253, -0.4166], [-3.7319, 0.2139, -0.3191], [-0.8629, -0.4680, 1.0270], [0.7537, -0.4157, 0.3719], [3.3578, 1.4951, -0.8893], [-0.2639, -1.2175, -0.1208], [-0.1210, -2.6489, 0.0603], [-0.2330, 1.5992, 0.8562], [-1.8291, 1.2908, 1.5889], [-1.5891, 0.9340, -1.3271], [-2.5264, 2.2356, -0.5711], [-0.3962, -0.4113, 2.0433], [-1.7973, -0.9099, 1.1628], [3.9918, 0.7352, -0.4930], [3.4756, 1.4538, -1.9965], [3.7109, 2.4759, -0.4549], [2.3479, 1.2153, -0.6230], [-0.8285, -0.9634, -1.0292], [0.4915, -3.0079, -0.7461], [-1.0915, -3.1762, 0.1336], [0.4508, -2.7532, 1.0152]],
  "atomic_forces_ev_per_a": [[-2.14, -2.61, 2.28], [-0.55, -0.09, -1.62], [1.17, 0.19, 0.34], [0.69, 5.69, 2.38], [-0.31, -1.45, -1.34], [0.51, 0.93, -0.63], [2.54, 1.10, -1.32], [-0.07, -1.71, 1.70], [0.03, 0.67, -0.73], [0.27, 0.55, 0.30], [-0.30, 0.21, -0.12], [0.56, 0.08, 0.16], [-0.14, -0.91, -0.81], [-1.96, -1.24, -0.08], [0.58, -0.63, 0.37], [-0.11, 0.35, 0.75], [-0.67, -0.95, -0.63], [-0.32, 0.31, 0.15], [-0.03, 0.39, 0.18], [0.16, -0.59, -0.39], [0.48, 0.08, -0.25], [-0.41, -0.36, -0.67]],
  "mulliken_charge": [-0.43, -0.92, -0.65, -1.37, -0.70, -0.69, 1.04, -1.48, 0.40, 0.27, 0.23, 0.32, 0.28, 0.76, 0.25, 0.22, 0.22, 0.01, 0.23, 0.35, 0.30, 0.35]
}


{
  "formula": "C6H14NdO4",
  "method": "ωB97M-V/def2-TZVPD",
  "e_lumo_ev": [-4.14, -4.05],
  "homo_lumo_gap_ev": [8.4, 8.5],
  "charge": 1,
  "spin_multiplicity": 4,
  "e_tot_ev": -29904.542,
  "symbols": ["C", "H", "H", "H", "O", "C", "H", "H", "H", "C", "O", "C", "O", "C", "C", "O", "Nd", "H", "H", "H", "H", "H", "H", "H", "H"],
  "coordinates": [[2.1896, -0.4201, -2.9725], [1.8533, -1.3054, -3.5357], [1.6350, 0.3816, -3.4763], [3.1999, -0.0119, -3.1441], [2.4334, -0.8826, -1.4084], [2.1967, -2.2091, -1.0039], [1.1680, -2.5478, -1.2079], [3.3717, -1.9172, -0.8005], [2.5867, -3.1006, -1.5167], [-1.7364, 2.6658, 0.3243], [-0.6656, 2.3641, -0.4999], [-1.6050, 1.9681, 1.6759], [-1.2930, 0.6102, 1.3840], [-0.7747, -0.1892, 2.4380], [-0.2006, -1.4351, 1.7765], [0.5913, -1.0776, 0.6878], [0.2541, 0.6062, -0.5525], [-2.7012, 2.3509, -0.1292], [-1.8305, 3.7520, 0.5227], [-2.5287, 2.0285, 2.2734], [-0.7744, 2.4059, 2.2569], [-1.5669, -0.4346, 3.1628], [0.0177, 0.3727, 2.9623], [-1.0401, -2.0751, 1.4371], [0.3728, -1.9952, 2.5379]],
  "atomic_forces_ev_per_a": [[1.63, -1.03, 0.23], [0.89, 0.06, 0.39], [-1.25, 0.64, 1.59], [-0.21, -1.08, -0.39], [-2.10, 3.68, -4.37], [2.54, -1.31, -1.76], [-0.27, 0.40, 2.43], [-1.88, -1.98, 3.42], [0.82, 0.55, -2.15], [-1.65, 0.91, 0.94], [-0.67, 1.41, 0.21], [0.02, 0.51, 0.28], [0.12, -0.01, -0.89], [0.18, -0.38, 0.80], [-0.42, -0.37, 0.48], [-0.67, 0.83, 0.43], [2.14, -2.77, -0.70], [0.49, 0.12, 0.03], [0.12, -0.40, -0.20], [0.26, 0.06, -0.23], [-0.20, -0.10, -0.09], [0.18, 0.09, -0.21], [-0.17, -0.09, -0.15], [0.30, 0.13, 0.22], [-0.19, 0.11, -0.28]],
  "mulliken_charge": [-0.87, 0.32, 0.44, 0.28, -0.35, -0.75, 0.30, 0.38, 0.31, -0.41, -0.58, -0.42, -0.39, -0.47, -0.50, -0.54, 1.68, 0.26, 0.34, 0.35, 0.33, 0.34, 0.32, 0.28, 0.34]
}